This record from OMol25 describes a cluster of 2 separate species, C2H7ClN2O in total in a non-equilibrium geometry. The level of theory is ωB97M-V/def2-TZVPD.

## Properties
Frontier orbital gap in hartree: 0.383
Charge: 0
Lowest unoccupied orbital energy in eV: 0.776
Largest force on an atom in eV/A: 4.4
Structure (SMILES): C/N=N\OC.Cl
HOMO level in eV: -9.64

Each line ends with the natural charge from an NBO analysis.
Cartesian coordinates (Å):
1 C 1.573 -0.148 0.160  -0.50
2 N 0.246 -0.211 0.640  -0.15
3 N -0.755 0.171 0.074  0.17
4 O -0.486 0.994 -1.179  -0.48
5 C -1.589 1.613 -1.597  -0.25
6 H 2.124 -0.786 0.862  0.22
7 H 1.667 -0.542 -0.934  0.23
8 H 2.071 0.886 0.280  0.23
9 H -1.286 2.625 -1.868  0.19
10 H -2.463 1.600 -0.848  0.18
11 H -2.076 1.094 -2.440  0.16
12 Cl 1.016 -3.680 2.993  -0.29
13 H -0.042 -3.617 3.860  0.29

---

This record from OMol25 describes a structure of composition C3H2FLaO2 in a non-equilibrium geometry. The level of theory is ωB97M-V/def2-TZVPD.

## Properties
Frontier orbital gap (alpha / beta) in hartree: 0.250 / 0.250
Charge: +2
Lowest unoccupied orbital energy (alpha / beta) in eV: -10.443 / -10.443
Largest force on an atom in eV/A: 4.8
HOMO level (alpha / beta) in eV: -17.26 / -17.26

Each line ends with the Löwdin charge.
Cartesian coordinates (Å):
1 F 1.147 -1.342 -2.630  0.15
2 O 0.188 1.662 0.753  -0.18
3 O -0.186 -0.746 -0.278  -0.30
4 C 0.903 1.355 -0.219  -0.12
5 C 1.152 -0.149 -2.056  0.03
6 C 0.815 0.004 -0.752  -0.37
7 H 1.490 2.126 -0.743  0.17
8 H 2.025 0.462 -2.370  0.17
9 La -1.361 0.027 1.672  2.45

---

This record from OMol25 describes a structure of composition CH4OPm in a non-equilibrium geometry. The level of theory is ωB97M-V/def2-TZVPD.

## Properties
Frontier orbital gap (alpha / beta) in hartree: 0.263 / 0.295
Charge: +1
Lowest unoccupied orbital energy (alpha / beta) in eV: -6.323 / -5.639
Multiplicity: 5
Largest force on an atom in eV/A: 4.3
HOMO level (alpha / beta) in eV: -13.47 / -13.67

Each line ends with the Mulliken spin population.
Cartesian coordinates (Å):
1 Pm 0.544 0.517 -1.011  4.29
2 O 0.170 1.293 1.043  -0.04
3 H 0.678 1.892 1.590  0.00
4 C 1.639 -1.536 0.015  -0.26
5 H 2.416 -1.409 0.786  0.01
6 H 2.268 -2.053 -0.734  0.00
7 H 0.917 -2.121 0.616  0.00

---

This record from OMol25 describes a cluster of 4 separate species, C22H53NO13P in total in a non-equilibrium geometry. The level of theory is ωB97M-V/def2-TZVPD.

## Properties
Frontier orbital gap in hartree: 0.270
Charge: +1
Lowest unoccupied orbital energy in eV: -3.475
Largest force on an atom in eV/A: 1.2
HOMO level in eV: -10.82

Each line ends with the Löwdin charge.
Cartesian coordinates (Å):
1 O -5.259 -0.169 -1.510  -0.18
2 P -4.895 -1.564 -1.576  0.44
3 O -3.907 -2.069 -0.475  -0.06
4 O -6.077 -2.608 -1.565  -0.04
5 N -3.988 -1.913 -3.075  -0.08
6 C -2.704 -2.678 -2.873  -0.08
7 C -1.903 -2.670 -4.194  -0.15
8 O -2.703 -2.366 -5.313  -0.10
9 C -3.413 -1.143 -5.260  -0.16
10 C -3.619 -0.662 -3.844  -0.08
11 H -4.355 -2.060 0.383  0.13
12 H -6.463 -2.826 -2.416  0.10
13 H -4.576 -2.471 -3.696  0.17
14 H -2.925 -3.678 -2.522  0.14
15 H -2.130 -2.167 -2.109  0.11
16 H -1.519 -3.669 -4.358  0.14
17 H -1.045 -2.005 -4.118  0.13
18 H -4.397 -1.348 -5.685  0.14
19 H -2.964 -0.365 -5.873  0.14
20 H -2.726 -0.257 -3.379  0.13
21 H -4.405 0.079 -3.789  0.13
22 C 1.219 2.402 -7.488  -0.11
23 O 1.340 1.841 -6.198  -0.20
24 C 2.696 1.757 -5.788  -0.20
25 C 2.795 1.541 -4.298  -0.19
26 O 2.640 2.725 -3.531  -0.13
27 C 1.321 3.200 -3.327  -0.17
28 C 0.600 2.489 -2.205  -0.19
29 O 0.088 1.233 -2.638  -0.19
30 C -0.277 0.425 -1.549  -0.11
31 H 1.757 1.807 -8.234  0.09
32 H 0.161 2.416 -7.744  0.08
33 H 1.599 3.429 -7.508  0.09
34 H 3.230 2.677 -6.053  0.13
35 H 3.174 0.913 -6.305  0.13
36 H 3.808 1.197 -4.078  0.13
37 H 2.100 0.762 -3.975  0.12
38 H 0.741 3.178 -4.252  0.12
39 H 1.435 4.241 -3.021  0.13
40 H -0.231 3.114 -1.853  0.13
41 H 1.297 2.334 -1.374  0.12
42 H 0.583 0.179 -0.915  0.08
43 H -0.676 -0.504 -1.965  0.06
44 H -1.053 0.904 -0.937  0.10
45 C 3.596 0.393 -0.980  -0.11
46 O 3.250 0.551 0.374  -0.20
47 C 3.823 -0.440 1.208  -0.20
48 C 3.705 -0.043 2.659  -0.19
49 O 4.687 0.872 3.105  -0.12
50 C 4.484 2.229 2.739  -0.18
51 C 3.419 2.914 3.565  -0.20
52 O 2.122 2.591 3.084  -0.21
53 C 1.120 2.936 4.014  -0.11
54 H 3.269 -0.584 -1.362  0.09
55 H 3.090 1.180 -1.536  0.06
56 H 4.676 0.497 -1.135  0.10
57 H 4.878 -0.598 0.951  0.13
58 H 3.279 -1.385 1.056  0.12
59 H 3.866 -0.942 3.259  0.13
60 H 2.700 0.326 2.870  0.10
61 H 4.270 2.328 1.673  0.12
62 H 5.434 2.725 2.943  0.13
63 H 3.560 4.002 3.509  0.13
64 H 3.520 2.598 4.610  0.13
65 H 1.231 2.369 4.945  0.09
66 H 0.158 2.690 3.566  0.08
67 H 1.139 4.008 4.242  0.09
68 C -0.763 -0.973 1.739  -0.12
69 O -0.868 -1.594 2.996  -0.19
70 C 0.393 -1.662 3.645  -0.20
71 C 0.239 -1.935 5.121  -0.17
72 O -0.085 -0.782 5.881  -0.13
73 C -1.431 -0.339 5.835  -0.19
74 C -2.379 -1.166 6.671  -0.21
75 O -2.760 -2.343 5.980  -0.20
76 C -3.383 -3.274 6.836  -0.11
77 H -0.073 -1.518 1.080  0.09
78 H -1.756 -0.971 1.290  0.07
79 H -0.413 0.063 1.833  0.09
80 H 0.930 -0.717 3.507  0.11
81 H 0.980 -2.471 3.185  0.13
82 H 1.212 -2.256 5.498  0.13
83 H -0.476 -2.742 5.294  0.13
84 H -1.791 -0.267 4.806  0.12
85 H -1.410 0.667 6.259  0.13
86 H -3.277 -0.572 6.890  0.13
87 H -1.890 -1.426 7.618  0.13
88 H -2.698 -3.607 7.623  0.09
89 H -3.670 -4.133 6.233  0.09
90 H -4.281 -2.850 7.300  0.09

---

This record from OMol25 describes an isolated molecule of C9H7BrO2S2 in a non-equilibrium geometry. The level of theory is ωB97M-V/def2-TZVPD.

## Properties
Frontier orbital gap in hartree: 0.315
Charge: 0
Lowest unoccupied orbital energy in eV: 0.011
Largest force on an atom in eV/A: 2.2
Structure (SMILES): Cc1sc2c(C)c(C(=O)O)sc2c1Br
HOMO level in eV: -8.56

Each line ends with the natural charge from an NBO analysis.
Cartesian coordinates (Å):
1 C -2.913 -2.189 1.989  -0.64
2 C -1.879 -1.517 1.094  -0.18
3 S -0.435 -0.842 1.794  0.44
4 C -0.009 -0.158 0.265  -0.26
5 C 1.106 0.656 -0.149  0.04
6 C 2.070 1.108 0.935  -0.65
7 C 1.048 0.933 -1.509  -0.32
8 C 1.987 1.704 -2.331  0.76
9 O 1.882 1.644 -3.526  -0.58
10 O 2.972 2.467 -1.715  -0.69
11 S -0.361 0.135 -2.267  0.47
12 C -0.833 -0.511 -0.728  -0.23
13 C -1.958 -1.291 -0.268  -0.15
14 Br -3.388 -1.703 -1.436  0.09
15 H -2.468 -2.945 2.673  0.23
16 H -3.622 -2.719 1.381  0.24
17 H -3.454 -1.414 2.556  0.23
18 H 2.633 0.254 1.316  0.23
19 H 1.499 1.551 1.748  0.23
20 H 2.737 1.892 0.605  0.25
21 H 3.386 2.945 -2.430  0.50

---

This record from OMol25 describes an isolated molecule of C6H9N in a non-equilibrium geometry. The level of theory is ωB97M-V/def2-TZVPD.

## Properties
Frontier orbital gap in hartree: 0.354
Charge: 0
Lowest unoccupied orbital energy in eV: 0.796
Largest force on an atom in eV/A: 5.4
Structure (SMILES): C[C@@H]1[C@H](C)[C@@H]1C#N
HOMO level in eV: -8.85

Each line ends with the natural charge from an NBO analysis.
Cartesian coordinates (Å):
1 C -0.421 0.988 1.218  -0.75
2 C -0.211 0.985 -0.454  -0.23
3 C -0.062 -0.383 -1.060  -0.19
4 C -0.680 -1.602 -0.428  -0.61
5 C 1.143 0.379 -0.552  -0.33
6 C 1.613 0.177 0.809  0.29
7 N 2.298 -0.146 1.688  -0.34
8 H -0.375 1.893 1.830  0.25
9 H -1.330 1.093 0.457  0.28
10 H -0.666 0.106 1.829  0.25
11 H -0.495 1.814 -1.136  0.25
12 H -0.061 -0.416 -2.155  0.23
13 H -0.755 -1.480 0.652  0.22
14 H -1.692 -1.750 -0.822  0.22
15 H -0.089 -2.497 -0.630  0.22
16 H 1.850 0.754 -1.273  0.25

---

This record from OMol25 describes a structure of composition C16H17N3O6 in a non-equilibrium geometry. The level of theory is ωB97M-V/def2-TZVPD.

## Properties
Frontier orbital gap in hartree: 0.266
Charge: 0
Lowest unoccupied orbital energy in eV: -0.388
Largest force on an atom in eV/A: 17.9
HOMO level in eV: -7.63

Each line ends with the natural charge from an NBO analysis.
Cartesian coordinates (Å):
1 C -3.137 -3.409 1.809  -0.65
2 C -2.661 -3.217 0.256  -0.04
3 O -2.803 -1.774 -0.186  -0.47
4 C -1.992 -0.968 0.165  0.41
5 C -0.827 -1.352 0.706  -0.38
6 C -0.025 -0.232 1.181  -0.23
7 C -0.358 1.033 0.926  -0.04
8 C -1.517 1.436 0.006  -0.37
9 C -2.425 0.421 -0.277  0.31
10 O -3.533 0.487 -0.808  -0.50
11 C -4.014 1.986 -1.309  -0.05
12 C -3.332 2.224 -2.726  -0.64
13 H -3.376 1.162 -3.470  0.25
14 H -3.583 3.156 -2.981  0.21
15 H -2.166 2.201 -2.588  0.23
16 H -3.894 2.548 -0.456  0.20
17 H -4.990 1.513 -1.471  0.22
18 H -1.766 2.382 -0.054  0.18
19 C 0.699 2.387 1.001  -0.08
20 C 1.911 2.389 1.191  -0.27
21 C 2.828 1.354 0.491  0.46
22 N 2.367 0.455 -0.010  -0.46
23 C 3.391 -0.385 -0.594  0.53
24 C 4.687 -0.335 -0.212  -0.16
25 C 5.234 0.885 0.178  0.56
26 O 6.456 1.017 0.693  -0.57
27 N 4.195 1.361 0.860  -0.56
28 H 4.516 2.492 1.402  0.42
29 N 5.614 -1.376 -0.792  0.53
30 O 5.559 -1.768 -1.967  -0.40
31 O 6.597 -1.582 -0.219  -0.29
32 O 2.882 -1.533 -1.486  -0.63
33 H 1.982 -1.370 -1.403  0.48
34 H 2.383 3.127 1.400  0.17
35 H 0.037 3.126 1.333  0.20
36 H 0.982 -0.154 1.704  0.22
37 H -0.567 -2.166 1.003  0.19
38 H -3.508 -3.743 -0.113  0.21
39 H -1.815 -3.524 0.077  0.16
40 H -2.644 -2.716 2.473  0.22
41 H -3.039 -4.540 2.138  0.23
42 H -4.347 -2.999 2.131  0.22

---

This record from OMol25 describes a structure of composition C21H22IN4O6Y in a non-equilibrium geometry. The level of theory is ωB97M-V/def2-TZVPD.

## Properties
Frontier orbital gap in hartree: 0.286
Charge: 0
Lowest unoccupied orbital energy in eV: 0.084
Largest force on an atom in eV/A: 1.8
HOMO level in eV: -7.69

Each line ends with the natural charge from an NBO analysis.
Cartesian coordinates (Å):
1 Y 0.147 -0.069 -0.585  1.90
2 O -1.522 1.722 -1.391  -0.73
3 C -0.814 2.569 -2.286  -0.08
4 C -0.343 1.797 -3.522  -0.25
5 N 0.502 0.664 -3.139  -0.49
6 C 0.110 -0.550 -3.857  -0.33
7 C -1.230 -1.040 -3.220  0.79
8 O -2.170 -1.343 -3.929  -0.64
9 O -1.208 -1.044 -1.941  -0.87
10 C 1.926 1.009 -3.188  -0.32
11 C 2.297 1.570 -1.780  0.78
12 O 2.722 2.707 -1.660  -0.66
13 O 2.082 0.732 -0.844  -0.85
14 H -2.293 1.362 -1.864  0.50
15 H 0.041 2.953 -1.721  0.21
16 H -1.451 3.410 -2.594  0.18
17 H 0.191 2.486 -4.192  0.21
18 H -1.223 1.419 -4.055  0.22
19 H 0.851 -1.337 -3.684  0.22
20 H -0.006 -0.398 -4.940  0.20
21 H 2.160 1.745 -3.969  0.20
22 H 2.521 0.106 -3.353  0.22
23 I -2.250 -0.754 1.198  0.22
24 C -1.528 -2.793 1.032  -0.03
25 C -2.448 -3.749 1.357  -0.27
26 C -2.080 -5.100 1.361  -0.22
27 C -0.793 -5.441 1.067  -0.19
28 C 0.162 -4.459 0.731  0.03
29 C 1.490 -4.838 0.454  -0.22
30 C 2.426 -3.896 0.146  -0.21
31 C 2.051 -2.547 0.021  -0.22
32 C 0.763 -2.091 0.253  -0.55
33 C -0.192 -3.072 0.669  -0.13
34 H -3.460 -3.472 1.602  0.22
35 H -2.813 -5.851 1.611  0.22
36 H -0.483 -6.476 1.079  0.21
37 H 1.739 -5.889 0.500  0.21
38 H 3.451 -4.185 -0.040  0.21
39 H 2.827 -1.845 -0.274  0.21
40 C 0.879 4.329 1.276  -0.41
41 N 0.320 3.487 2.310  -0.38
42 C 0.054 3.928 3.552  0.12
43 C -0.497 3.115 4.491  -0.39
44 C -0.763 1.772 4.102  0.47
45 N -0.487 1.352 2.882  -0.57
46 C 0.000 2.169 1.952  0.80
47 O 0.163 1.827 0.777  -0.72
48 N -1.287 0.873 4.944  -0.76
49 H 1.323 5.218 1.715  0.21
50 H 0.096 4.618 0.572  0.21
51 H 1.633 3.766 0.721  0.27
52 H 0.289 4.963 3.762  0.22
53 H -0.719 3.460 5.486  0.23
54 H -1.644 1.141 5.843  0.40
55 H -1.511 -0.031 4.559  0.42